DFT (ωB97M-V/def2-TZVPD) results for a cluster of 10 separate species, C20H40Br20 in total.

## Properties
Electronic energy, eV: -1422240.33582
Energy above the lowest of the compared OMol25 structures with the same formula, charge and spin, eV: 0.6199

```
80
Properties=species:S:1:pos:R:3:forces:R:3:mulliken_charge:R:1
H -4.588 -6.456 -0.323 0.345 -0.330 0.293 0.3937
H 4.309 1.521 0.537 -0.170 -0.146 0.073 -0.1411
C -2.458 -4.282 6.009 0.098 -0.230 -0.005 -0.5858
C -1.069 -4.100 5.440 -0.514 0.350 0.675 -0.5951
C -4.899 -1.039 -1.943 0.609 -0.215 -0.206 -0.4623
H -2.235 1.008 2.975 0.103 -0.204 -0.219 0.3245
H -3.014 3.644 -2.585 -0.143 0.142 0.119 0.4180
H -5.098 -1.099 -4.070 -0.098 -0.222 -0.136 0.4148
H -4.172 -1.186 -1.155 0.255 -0.054 0.009 0.1685
H 1.361 5.319 3.458 -0.207 -0.018 -0.124 0.3442
Br -0.412 4.786 -3.036 0.532 0.464 -0.505 -0.1603
Br 2.242 5.156 1.110 -0.060 -0.050 0.039 -0.1356
H 3.909 -0.423 -2.969 -0.101 0.283 0.106 0.1307
H -2.403 -5.911 -1.221 0.276 -0.078 0.097 0.3823
Br 4.950 -1.858 -1.223 0.080 0.035 0.216 -0.1823
H -0.071 1.290 -6.231 -0.403 -0.413 -0.011 0.3196
C -3.053 -5.140 -0.834 0.618 0.122 -1.193 0.0652
H 1.588 -0.629 -0.299 0.114 -0.271 0.268 0.0022
C -4.335 -1.297 -3.329 -0.431 0.902 0.192 -0.3703
C 1.524 1.557 -4.867 1.073 0.441 1.091 -0.6692
C -3.994 -5.672 0.154 -1.901 -0.265 -0.373 -0.5502
C -2.105 1.654 3.830 -0.710 0.696 -0.598 -0.6773
H 2.607 1.471 -4.818 0.038 -0.262 -0.065 0.4487
H 4.286 -3.343 -3.768 -0.011 -0.251 -0.016 0.4310
Br -6.302 -2.302 -1.618 -1.019 0.142 0.262 -0.1640
H -0.358 3.177 -1.153 0.300 -0.170 0.033 0.0807
Br -4.070 -4.557 -2.389 0.360 -0.549 -0.175 -0.1464
H -1.459 4.503 -0.814 0.027 0.183 0.055 0.3975
C 3.842 -1.480 -2.771 0.339 -0.268 -0.030 -0.2828
H 0.202 0.359 -0.361 -0.322 0.089 0.265 0.0165
H -0.372 -0.597 2.049 -0.488 0.048 -0.237 -0.0787
H 1.402 0.290 -6.564 -0.152 -0.531 -0.117 0.2350
C 3.028 3.953 3.579 -0.540 0.513 0.204 -0.0273
H -2.482 -4.291 -0.512 0.169 0.200 0.235 -0.3390
C 0.127 -1.095 1.224 0.292 -0.543 1.136 -0.1564
H 2.935 6.089 3.325 0.069 0.110 -0.154 0.4439
H -3.048 -5.015 5.473 0.065 -0.156 -0.117 0.3458
H -3.892 -2.269 -3.457 0.052 -0.053 0.041 0.1251
Br -1.097 -3.734 3.584 0.066 0.055 -0.965 -0.0608
H 2.395 3.089 3.456 -0.026 -0.273 -0.224 -0.1879
H -2.367 -4.587 7.047 -0.123 0.087 0.131 0.3826
H 5.762 1.062 -0.367 0.096 -0.206 -0.117 0.3182
H 0.809 -1.792 1.703 0.039 -0.155 -0.082 0.4904
H 5.761 3.207 -1.543 0.034 0.187 -0.282 0.3946
Br -3.048 -6.351 1.652 0.112 -0.219 0.532 -0.1660
Br 3.294 -1.829 -5.484 -0.109 -0.114 -0.287 -0.1944
H -4.767 -4.949 0.419 0.439 0.218 0.509 0.3433
C 4.361 -2.280 -3.928 -0.074 0.296 -0.118 -0.6271
Br -0.457 -0.334 5.001 0.321 0.010 -0.017 -0.1072
H 4.015 3.800 3.179 0.252 -0.085 -0.164 0.1967
H -1.718 1.538 5.935 -0.185 0.302 0.270 0.4154
H -2.967 2.316 3.880 -0.138 -0.081 0.080 0.3872
C 2.358 5.214 3.050 0.423 -0.310 0.408 -0.5621
H 2.843 -1.774 -2.509 -0.384 0.051 0.089 0.2817
H -0.609 -3.241 5.915 0.251 -0.054 0.097 0.2841
C -2.270 3.011 -2.116 -0.117 -0.060 -0.698 -0.2995
H -5.311 -0.047 -1.835 -0.128 0.187 -0.151 0.4298
Br -2.957 0.019 -3.708 0.219 -0.212 -0.233 -0.1331
Br -3.147 1.994 -0.757 -0.163 -0.165 0.665 -0.0995
H -1.934 2.315 -2.876 0.112 -0.146 0.073 -0.0536
H -0.488 -4.999 5.594 0.131 -0.117 0.070 0.4048
C 0.999 1.207 -6.186 -0.201 0.632 -0.905 -0.4815
H 5.366 -1.994 -4.188 0.318 -0.060 0.020 0.4184
Br 6.292 2.629 1.479 0.264 0.066 0.209 -0.1816
Br 3.414 2.412 -2.047 0.049 -0.071 -0.232 -0.0979
C 5.208 1.880 0.064 -0.108 0.386 -0.264 -0.1159
Br 1.739 1.196 1.340 0.414 0.310 0.368 -0.0038
C -1.129 3.804 -1.572 -0.333 -0.113 0.599 -0.3328
H 1.315 2.580 -4.572 -0.462 -0.051 0.144 0.4081
Br -3.534 -2.671 5.967 0.011 0.085 0.077 -0.1328
H 4.529 3.844 -0.402 0.053 0.323 -0.056 0.2303
Br 0.804 0.332 -3.549 -0.279 0.078 0.286 -0.0747
Br 3.211 4.130 5.513 0.053 0.047 -0.011 -0.1431
Br 1.603 2.589 -7.410 0.205 0.222 -0.362 -0.1702
C -1.951 0.918 5.089 0.615 -1.166 0.627 -0.4372
Br -1.083 -2.128 0.155 -0.399 -0.202 -0.115 -0.2086
H -2.770 0.238 5.285 -0.399 0.245 0.058 0.1937
C 4.900 2.982 -0.935 -0.139 -0.503 0.687 -0.4461
C 0.843 -0.164 0.346 0.423 0.722 -1.764 0.0615
Br -0.641 2.838 3.477 0.327 0.412 -0.084 -0.0869
```
Positions in Å, forces in eV/Å.



DFT (ωB97M-V/def2-TZVPD) results for a structure of composition C25H15AlCl2N4O4.

## Properties
Electronic energy, eV: -71967.10472

```
51
Properties=species:S:1:pos:R:3:forces:R:3:nbo_charge:R:1
H -1.556 4.751 2.074 0.012 0.005 0.031 0.2301
H 2.823 -3.461 3.184 0.007 -0.016 -0.015 0.2234
C 2.324 -2.831 2.460 -0.048 0.064 -0.026 -0.1443
O -0.694 -2.108 -3.689 -0.013 0.094 -0.050 -0.6254
H 0.907 2.835 -1.691 -0.020 -0.027 -0.002 0.2174
N -0.885 -1.175 -1.562 -0.088 0.210 -0.216 -0.8015
C 1.755 2.760 2.034 0.034 0.013 0.016 -0.0927
C 1.599 3.818 2.893 -0.122 -0.045 -0.100 -0.1727
H 1.356 3.590 -4.019 0.036 -0.010 0.007 0.2311
C 0.727 2.366 1.148 -0.190 0.089 -0.111 0.4059
C 2.811 -2.721 1.166 0.051 -0.054 0.019 -0.2502
Al -0.290 0.259 -0.440 -0.513 -0.481 -0.029 1.9553
H 2.393 4.084 3.576 0.022 0.008 -0.018 0.2449
C -2.040 -3.384 -1.398 0.085 0.027 -0.086 -0.2198
C -0.666 -0.483 2.019 -0.039 -0.150 0.344 0.6526
C 0.573 -1.345 1.854 0.162 -0.014 -0.064 0.1341
C 0.857 1.663 -4.862 0.017 0.026 0.092 -0.1330
H -2.504 3.276 0.458 -0.003 0.038 -0.043 0.1570
H -3.049 -5.226 -0.976 0.018 0.010 -0.023 0.2095
N 1.048 -1.232 0.604 0.072 -0.125 -0.051 -0.4881
H 3.690 -3.266 0.853 0.002 0.021 -0.015 0.2270
N 0.314 0.949 -2.256 0.124 -0.012 -0.127 -0.5476
C -0.541 -1.224 -2.857 -0.008 -0.186 0.284 0.6303
C 2.148 -1.899 0.271 -0.017 0.070 -0.003 0.0791
C -0.477 3.112 1.184 0.373 -0.197 0.236 -0.2178
H 0.240 -0.369 -5.320 -0.036 0.009 0.002 0.2564
C -1.594 -2.172 -0.882 -0.074 -0.196 0.168 0.0810
C 0.115 0.079 -3.249 -0.037 0.152 -0.307 0.1608
H -1.851 -3.620 -2.434 -0.007 0.014 0.000 0.2465
C -1.579 2.693 0.378 -0.136 0.024 -0.165 0.4680
C 1.026 2.579 -3.829 -0.022 -0.074 -0.071 -0.2527
C 0.759 2.174 -2.536 0.165 0.085 0.047 0.0888
O -1.581 1.730 -0.399 -0.168 0.239 -0.185 -0.6283
C -2.701 -4.284 -0.572 -0.033 -0.036 0.112 -0.2311
O -0.745 0.338 2.912 0.058 -0.188 -0.066 -0.5775
H 2.500 -1.765 -0.745 0.015 -0.044 0.004 0.2042
H 1.071 1.946 -5.884 0.000 0.001 0.000 0.2264
C -2.911 -3.989 0.766 -0.003 -0.039 -0.004 -0.2181
H -2.669 -2.516 2.322 -0.031 0.017 -0.013 0.2116
Cl 0.243 5.892 3.972 -0.020 0.087 0.081 0.0108
C -0.624 4.200 2.060 -0.124 0.012 -0.039 -0.1661
C -2.485 -2.773 1.285 0.102 0.040 -0.016 -0.2620
N -1.475 -0.572 0.918 0.093 0.587 0.017 -0.8660
Cl 3.217 1.843 2.037 0.059 -0.028 0.014 0.0278
C 1.190 -2.118 2.818 -0.014 0.038 0.033 -0.2130
C -1.839 -1.853 0.469 0.009 -0.203 -0.063 0.2173
O 0.901 1.371 0.335 0.244 0.221 0.418 -0.8386
C 0.403 4.547 2.893 0.013 -0.032 -0.040 -0.0857
H 0.779 -2.161 3.817 -0.010 0.018 -0.009 0.2371
C 0.402 0.390 -4.568 0.004 -0.063 0.045 -0.2108
H -3.418 -4.698 1.408 0.000 0.003 -0.010 0.2087
```
Positions in Å, forces in eV/Å.



Sequential Kohn-Sham gap output: 0.357 0.243 Ha
Sequential M output: 1878.6 533.3 g mol⁻¹
Sequential max |F| output: 2.0 0.7 eV Å⁻¹